This record from the OMol25 dataset describes 4 unconnected molecules or ions with the total composition C19H31ClNO15P. The level of theory is the ωB97M-V functional and the def2-TZVPD basis.

Orbital gap ... 9.05 eV
Calculated total energy ... -2727.390701 Eh
HOMO energy ... -0.35143 hartree
SMILES string ... CP(O)[C@@]1(CC=O)OC(=O)O[C@@]1(Cl)N=C=O.CCOC(=O)OC.CCOC(=O)OC.CCOC(=O)OC

Geometry as XYZ:
```
68
C19H31ClNO15P the ωB97M-V functional and the def2-TZVPD basis
C 2.875 -1.615 2.569
P 1.682 -2.865 3.406
O 0.176 -1.998 3.539
C 1.478 -4.440 2.314
C 2.623 -4.548 1.191
C 2.943 -6.037 0.678
O 2.337 -6.668 -0.234
O 1.763 -5.493 3.313
C 0.662 -5.288 4.253
O 0.678 -5.370 5.511
O -0.486 -4.985 3.401
C -0.038 -4.859 1.993
Cl -0.420 -6.557 1.378
N -0.997 -3.857 1.445
C -0.422 -3.170 0.484
O 0.015 -2.236 -0.238
H 3.138 -0.866 3.423
H 3.874 -2.081 2.252
H 2.381 -0.997 1.737
H 0.169 -1.380 2.754
H 2.468 -3.831 0.289
H 3.600 -4.167 1.697
H 3.859 -6.573 1.161
C -4.142 -2.677 1.259
C -3.662 -1.619 2.236
O -3.451 -0.359 1.583
C -4.563 0.323 1.254
O -5.701 -0.027 1.466
O -4.192 1.452 0.624
C -5.285 2.219 0.126
H -3.449 -2.762 0.417
H -4.227 -3.647 1.751
H -5.118 -2.420 0.840
H -2.696 -1.923 2.648
H -4.350 -1.503 3.079
H -6.004 2.448 0.916
H -5.771 1.684 -0.693
H -4.890 3.160 -0.262
C 9.025 1.760 -0.549
C 8.632 0.503 0.207
O 7.282 0.581 0.685
C 6.323 0.427 -0.246
O 6.501 0.228 -1.425
O 5.128 0.562 0.358
C 4.023 0.526 -0.541
H 8.859 2.646 0.069
H 10.076 1.721 -0.843
H 8.423 1.887 -1.452
H 9.270 0.401 1.088
H 8.773 -0.396 -0.400
H 4.035 -0.378 -1.154
H 4.029 1.418 -1.173
H 3.105 0.529 0.050
C -4.350 4.717 -6.168
C -5.676 4.967 -5.472
O -5.559 4.812 -4.052
C -4.931 5.810 -3.404
O -4.473 6.808 -3.910
O -4.876 5.493 -2.098
C -4.136 6.424 -1.311
H -3.952 3.736 -5.894
H -4.467 4.765 -7.252
H -3.600 5.456 -5.873
H -6.403 4.223 -5.809
H -6.085 5.951 -5.718
H -4.515 7.441 -1.436
H -3.077 6.372 -1.575
H -4.246 6.141 -0.263
```

Mulliken population analysis, charges in e, atoms 1 to 2:
1 C -0.730
2 P 0.040

=====

This record from the OMol25 dataset describes 12 unconnected molecules or ions with the total composition C34H49N11O4. The level of theory is the ωB97M-V functional and the def2-TZVPD basis.

Orbital gap ... 8.38 eV
Calculated total energy ... -2228.063554 Eh
HOMO energy ... -0.30835 hartree
SMILES string ... Cc1ccc(C(C)C)c(OCOC(=O)O)c1.CC#N.CC#N.CC#N.CC#N.CC#N.CC#N.CC#N.CC#N.CC#N.CC#N.CC#N

Geometry as XYZ:
```
98
C34H49N11O4 the ωB97M-V functional and the def2-TZVPD basis
C -0.681 2.049 3.764
C -1.041 1.326 2.430
C -2.400 1.393 1.872
C -2.767 0.681 0.636
C -1.792 -0.132 -0.131
C -2.188 -0.910 -1.433
C -3.783 -1.023 -1.479
C -1.631 -2.398 -1.492
C -0.414 -0.152 0.425
O 0.662 -0.846 -0.207
C 1.001 -0.158 -1.441
O 0.906 1.251 -1.164
C 0.330 1.954 -2.177
O 0.297 1.642 -3.341
O -0.217 3.181 -1.806
C -0.050 0.547 1.674
H -1.239 3.016 3.874
H -1.017 1.377 4.601
H 0.429 2.164 3.882
H -3.174 1.999 2.398
H -3.826 0.808 0.311
H -1.900 -0.358 -2.379
H -4.272 -0.024 -1.599
H -4.075 -1.481 -0.488
H -4.059 -1.766 -2.267
H -2.505 -3.087 -1.297
H -1.287 -2.650 -2.535
H -0.864 -2.643 -0.717
H 0.279 -0.530 -2.208
H 2.075 -0.385 -1.664
H -1.179 3.095 -1.667
H 0.985 0.492 2.086
C -0.407 6.825 -0.467
C -1.383 5.717 -0.338
N -2.139 4.859 -0.238
H 0.586 6.477 -0.182
H -0.380 7.175 -1.499
H -0.696 7.650 0.182
C 4.076 2.719 1.612
C 3.497 1.559 2.328
N 3.050 0.655 2.881
H 4.778 3.246 2.260
H 4.608 2.371 0.724
H 3.281 3.404 1.316
C -2.458 -5.237 1.327
C -3.710 -4.430 1.370
N -4.676 -3.811 1.404
H -1.998 -5.258 2.315
H -2.685 -6.256 1.018
H -1.756 -4.798 0.618
C 1.122 2.904 -6.367
C 1.805 3.451 -7.565
N 2.333 3.873 -8.492
H 0.298 3.557 -6.081
H 0.730 1.912 -6.585
H 1.824 2.834 -5.538
C -7.178 -4.710 3.421
C -7.767 -5.879 4.118
N -8.223 -6.785 4.658
H -6.455 -4.217 4.071
H -6.674 -5.035 2.512
H -7.962 -4.001 3.159
C 5.566 0.769 5.665
C 6.296 2.021 5.350
N 6.861 2.989 5.104
H 6.228 -0.088 5.541
H 5.208 0.796 6.694
H 4.713 0.660 4.994
C 7.048 -0.552 1.097
C 6.482 0.505 0.222
N 6.047 1.338 -0.441
H 6.307 -0.855 1.836
H 7.332 -1.417 0.504
H 7.929 -0.168 1.612
C -1.558 0.177 -6.102
C -2.147 -0.997 -5.417
N -2.605 -1.905 -4.884
H -0.837 0.664 -5.445
H -1.053 -0.141 -7.015
H -2.343 0.888 -6.359
C 2.033 -3.999 -2.782
C 1.459 -5.118 -1.997
N 1.014 -5.984 -1.389
H 2.699 -3.412 -2.155
H 2.595 -4.389 -3.630
H 1.236 -3.357 -3.150
C 4.464 -4.420 -0.420
C 5.646 -3.917 0.315
N 6.562 -3.529 0.885
H 4.743 -4.672 -1.443
H 4.072 -5.311 0.071
H 3.689 -3.655 -0.438
C -5.345 5.135 3.038
C -5.175 3.687 3.307
N -5.043 2.566 3.515
H -6.278 5.485 3.480
H -4.514 5.692 3.469
H -5.372 5.310 1.963
```

Mulliken population analysis, charges in e, atoms 1 to 2:
1 C -1.241
2 C 0.346

=====

This record from the OMol25 dataset describes 3 unconnected molecules or ions with the total composition C2H12N2O2. The level of theory is the ωB97M-V functional and the def2-TZVPD basis.

Orbital gap ... 10.04 eV
Calculated total energy ... -343.327397 Eh
Energy above the lowest of the compared OMol25 structures with the same formula, charge and spin ... 172.6 kJ/mol
HOMO energy ... -0.33735 hartree
SMILES string ... NCCN.O.O

Geometry as XYZ:
```
18
C2H12N2O2 the ωB97M-V functional and the def2-TZVPD basis
N 1.750 -0.706 1.001
C 0.606 0.268 1.131
C -0.684 -0.495 1.132
N -1.159 -0.598 -0.392
H 1.952 -1.124 1.910
H 1.532 -1.573 0.474
H 0.709 0.801 2.031
H 0.902 0.932 0.351
H -1.597 -0.160 1.700
H -0.524 -1.597 1.549
H -1.669 -1.429 -0.632
H -0.433 -0.503 -1.037
H 3.085 0.690 -2.191
H 3.500 0.401 -0.646
O 2.816 0.931 -1.248
H -3.007 0.949 -1.508
H -4.289 1.441 -2.004
O -3.492 1.771 -1.621
```

Mulliken population analysis, charges in e, atoms 1 to 2:
1 N -0.585
2 C -0.667